The following is a quantum chemistry calculation of a gas-phase ion, C6H13N2 (charge +1), from the Open Molecules 2025 dataset.

XYZ file:
```
21
Properties=species:S:1:pos:R:3:forces:R:3
N -0.41036 0.01301 -1.46793 3.410 -0.144 1.202
N 0.11126 -0.20588 0.81733 -1.384 0.829 1.657
C 0.83488 0.45487 -1.31359 -2.744 -0.248 0.810
C -0.89978 0.01383 -2.89052 0.535 -0.659 0.129
C -0.43835 0.96327 1.68473 -0.580 0.194 -1.843
C 0.30419 -1.36750 1.76282 -1.631 0.283 -1.534
C -0.79955 -0.73187 -0.19419 -0.222 0.863 -3.742
C 1.30456 0.22160 0.06499 2.928 -1.321 -0.746
H 0.89158 -1.03197 2.55131 1.160 0.002 1.481
H 1.49117 0.67956 -2.10827 0.321 0.506 -0.817
H -0.71686 0.93157 -3.42444 -0.475 1.046 0.835
H -0.36269 -0.61460 -3.60558 0.319 -0.933 0.989
H 2.15742 -0.60164 -0.10108 -1.984 1.034 0.909
H -1.89993 -0.30156 -2.89017 -1.406 -0.055 -0.133
H -1.20088 0.47148 2.29996 -0.039 0.588 -0.265
H 1.84727 1.03955 0.55298 -0.386 -0.052 -0.111
H 0.33784 1.39785 2.33039 -0.096 -0.219 -0.417
H 0.66748 -1.97425 1.01103 1.837 -2.320 -0.352
H -1.84916 -0.73941 0.01762 -0.352 0.359 0.314
H -0.65012 -1.87438 2.01739 0.358 1.050 0.174
H -0.85057 1.70506 0.91977 0.433 -0.803 1.460
```
Positions in Å, forces in eV/Å.

Its electronic energy is -345.532250 hartree. As for the charge: +1. The LUMO energy (alpha / beta) is -3.7 / -3.7 eV. For the highest occupied orbital energy (alpha / beta), the calculation gives -11.60 / -11.61 eV.

***

The following is a quantum chemistry calculation of a gas-phase ion, C6H13N2 (charge +1), from the Open Molecules 2025 dataset.

XYZ file:
```
21
Properties=species:S:1:pos:R:3:forces:R:3
N -0.63055 0.29728 -0.29268 1.157 -4.003 -0.931
N 1.81487 0.31687 0.46876 -0.307 -1.213 0.345
C 1.09457 -1.54822 0.71744 2.555 -4.650 -0.823
C 0.59368 -0.20078 0.90744 -0.639 2.904 0.644
C -1.51516 -0.90680 -0.64112 -1.087 3.222 -1.851
C -1.66772 2.47699 -0.42631 -1.888 1.184 -0.294
C 2.28553 -0.95575 -0.16883 -0.974 1.168 2.417
C -1.31068 1.39492 0.24480 0.607 2.171 -1.587
H 2.00543 -1.00731 -1.16705 -0.196 -0.061 -2.136
H 1.60778 -2.01066 1.59436 -0.838 0.800 -0.121
H -1.22804 1.45269 1.28206 -0.284 -0.018 1.625
H 3.36225 -1.14663 -0.04486 -0.665 -0.346 0.328
H -2.44084 -0.59779 -1.21090 0.749 0.072 1.260
H 0.06396 0.17195 1.86823 0.972 -0.639 -1.673
H 0.01655 0.43699 -1.10968 -1.209 0.574 0.953
H -1.68335 -1.47926 0.18938 -0.799 -1.149 2.214
H 0.58757 -2.44049 0.25331 -0.177 1.358 0.427
H 2.05482 1.23614 0.21083 0.143 1.217 -0.109
H -1.92439 2.67491 -1.49567 1.041 -0.796 0.738
H -1.05052 -1.48870 -1.35446 1.602 -1.265 -1.319
H -2.03577 3.32366 0.17494 0.238 -0.528 -0.109
```
Positions in Å, forces in eV/Å.

As for the structure (SMILES): C=C[N@H+](C)[C@H]1CCN1. Its electronic energy is -345.558890 hartree. As for the charge: +1. The LUMO energy is -3.1 eV. For the highest occupied orbital energy, the calculation gives -13.84 eV.

***

The following is a quantum chemistry calculation of a gas-phase ion, C6H13N2 (charge +1), from the Open Molecules 2025 dataset.

XYZ file:
```
21
Properties=species:S:1:pos:R:3:forces:R:3
N -1.04075 -0.74449 1.94716 1.848 3.448 -0.850
N -0.01363 0.14845 -0.10746 -3.324 1.760 5.582
C -0.44505 0.22032 1.33474 1.205 -1.083 -6.221
C 0.44649 -1.17033 -2.16339 0.075 -0.537 -0.358
C -1.60068 -0.62569 3.23098 3.550 1.262 3.010
C 0.75567 1.87832 -1.90181 -1.686 0.030 -0.230
C 0.90147 -0.60691 -0.80996 0.251 -3.205 -3.350
C 1.06137 0.86196 -0.87702 -0.666 -0.924 1.343
H 0.11546 1.66781 -2.74340 -0.644 -0.677 0.133
H -0.50362 1.15148 1.78334 0.141 1.949 0.523
H -0.88618 -1.59631 1.57032 0.032 -3.684 -1.414
H 0.28443 2.68773 -1.34467 0.230 0.360 -0.272
H -1.16419 0.28813 3.87230 -1.237 -1.970 -1.750
H -2.59803 -0.65119 3.10786 -3.631 0.351 0.226
H -1.28053 -1.52676 3.71841 -0.116 -0.317 0.832
H 1.36532 -1.50356 -2.66228 -0.136 -0.207 0.160
H 1.43740 -1.48083 -0.39186 0.561 1.463 0.718
H 1.72467 1.26210 -0.21260 2.067 0.791 1.726
H -0.24389 -2.03279 -2.10383 0.318 0.493 0.085
H 1.62252 2.18942 -2.40292 1.601 0.704 -0.135
H 0.06176 -0.41687 -2.84390 -0.440 -0.007 0.242
```
Positions in Å, forces in eV/Å.

As for the structure (SMILES): C/[NH+]=C/N1[C@H](C)[C@@H]1C. Its electronic energy is -345.570359 hartree. As for the charge: +1. The LUMO energy is -4.2 eV. For the highest occupied orbital energy, the calculation gives -13.81 eV.

***

The following is a quantum chemistry calculation of a gas-phase ion, C6H13N2 (charge +1), from the Open Molecules 2025 dataset.

XYZ file:
```
21
Properties=species:S:1:pos:R:3:forces:R:3
N -0.27975 1.25548 -0.23513 0.952 -0.392 -0.513
N 0.55828 -0.89805 0.21143 2.166 -2.000 0.494
C -0.50414 -0.23416 -0.21311 -1.755 1.517 -1.010
C -1.35114 2.23201 0.12915 1.108 1.900 0.292
C 0.68227 -2.26447 -0.29403 -4.048 0.370 5.208
C 0.87993 1.54553 -0.68380 0.417 3.363 -0.002
C 1.32794 -0.68149 1.46004 -2.798 0.246 1.071
C -1.51540 -0.62359 -0.99167 -2.702 1.363 -0.401
H 1.14395 2.63136 -0.88217 -0.629 -1.263 0.441
H -1.79274 -1.58883 -1.32961 0.509 -1.203 0.484
H -0.87832 3.19881 0.63884 -0.916 -2.663 -0.168
H 0.94006 0.23860 1.92991 1.180 0.284 -0.542
H -1.84123 2.77154 -0.68984 0.222 -0.974 -0.578
H 2.35354 -0.86108 1.29292 1.308 0.744 -0.344
H 0.12585 -2.92584 0.48757 1.306 0.571 -1.255
H -2.07892 1.59621 0.62551 -0.053 0.722 0.613
H 1.63010 -2.50822 -0.41507 4.449 -1.251 -0.199
H 1.71406 0.87953 -0.86197 -0.643 -0.635 -0.011
H -2.40476 0.00730 -1.36267 2.132 -0.084 0.687
H 0.17744 -2.42361 -1.14488 -1.692 -0.140 -3.256
H 1.11299 -1.34704 2.32858 -0.511 -0.476 -1.012
```
Positions in Å, forces in eV/Å.

As for the structure (SMILES): C=C(N(C)C)[N+](=C)C. Its electronic energy is -345.550707 hartree. As for the charge: +1. The LUMO energy is -4.7 eV. For the highest occupied orbital energy, the calculation gives -12.42 eV.

***

The following is a quantum chemistry calculation of a molecular structure, C6H13N2O, from the Open Molecules 2025 dataset.

XYZ file:
```
22
Properties=species:S:1:pos:R:3:forces:R:3
O 0.93837 1.68874 0.20696 -0.800 -5.781 -2.593
N -1.44579 0.30863 1.28400 1.673 -0.179 0.063
N -0.44755 0.42111 -1.44940 1.174 3.906 -0.558
C 1.42874 -1.93611 -0.04233 0.396 0.517 -2.460
C 0.42272 0.54797 -0.47909 0.816 3.119 2.950
C -0.55235 -0.85243 1.28436 2.116 1.299 1.777
C 0.56229 2.96463 -0.24524 -0.851 0.505 -2.401
C 0.24983 -0.97302 -0.02211 0.378 1.627 0.242
C -0.71654 -0.91673 -1.23204 -2.123 -2.799 0.365
H -1.78780 -1.01140 -0.82204 1.404 -0.463 -1.265
H 0.19369 -0.60278 2.11238 -0.557 -0.489 -1.190
H 1.20842 3.29979 -1.13534 -0.886 -0.519 1.292
H 0.82014 3.55759 0.62853 -0.747 0.553 -0.289
H -0.54329 2.88097 -0.61059 1.783 0.861 1.100
H 1.10174 -2.94368 -0.17441 -0.563 -0.710 -0.019
H -1.03242 -1.72827 1.66266 -0.257 -1.103 -0.446
H -1.49683 0.54246 2.25367 -0.515 0.678 0.443
H -0.44633 -1.41626 -2.15647 -0.469 -1.119 0.312
H 2.13973 -1.95962 0.73181 0.269 0.532 1.699
H -2.32950 0.02888 0.98774 -1.998 -0.316 -0.397
H 2.10995 -1.75392 -0.91543 -0.881 0.042 0.337
H -0.87465 1.01740 -2.18421 0.636 -0.162 1.039
```
Positions in Å, forces in eV/Å.

Its electronic energy is -420.835668 hartree. As for the charge: +1. The LUMO energy is -3.8 eV. For the highest occupied orbital energy, the calculation gives -13.98 eV.

***

The following is a quantum chemistry calculation of 2 unconnected molecules or ions with the total composition C6H13N2O, from the Open Molecules 2025 dataset.

XYZ file:
```
22
Properties=species:S:1:pos:R:3:forces:R:3
O -0.73287 0.56301 -0.13937 1.028 0.049 0.722
N -0.33222 -0.21443 -1.13643 0.847 -0.539 -0.783
N -0.19834 0.05802 2.38367 -3.713 1.088 1.864
C 1.71524 0.81127 1.12551 -1.306 0.355 -2.328
C -0.35366 -1.30323 2.77600 -0.303 -3.231 0.926
C -0.65743 1.58306 -2.73153 -1.164 1.169 1.922
C -0.28649 0.23692 -2.35525 -0.258 -1.658 0.009
C 0.47675 0.52410 1.41457 0.776 -0.207 -1.258
C 0.06760 -1.61122 -0.77129 0.976 1.287 -0.254
H 1.03254 -1.61641 -0.26247 0.032 0.513 0.031
H -1.68612 1.78447 -2.40325 -0.305 -0.516 -0.041
H 0.24445 -2.20594 -1.64802 -0.600 -0.297 -0.407
H -0.69568 1.68357 -3.78265 0.645 0.605 -0.961
H -1.04906 0.58924 2.64971 1.090 0.100 -0.090
H -0.22441 2.38035 -2.08350 0.562 -0.495 -0.952
H 1.88927 1.11047 0.06415 0.612 -0.346 1.243
H -1.38541 -1.65032 3.24730 2.202 1.402 -0.993
H -0.63324 -1.95440 -0.05747 -1.015 -0.637 0.148
H -0.11768 -0.49794 -3.18533 0.159 0.540 1.214
H 2.39453 0.68563 1.93906 0.720 0.466 0.131
H -0.16465 -1.96006 1.93927 -0.381 -0.151 -0.495
H 0.48297 -1.62771 3.42211 -0.604 0.502 0.353
```
Positions in Å, forces in eV/Å.

Its electronic energy is -420.760858 hartree. As for the charge: +1. The LUMO energy is -3.7 eV. For the highest occupied orbital energy, the calculation gives -13.54 eV.

***

The following is a quantum chemistry calculation of 2 unconnected molecules or ions with the total composition C6H13N2O2, from the Open Molecules 2025 dataset.

XYZ file:
```
23
Properties=species:S:1:pos:R:3:forces:R:3
O 4.16918 0.52106 0.45351 0.697 0.066 -0.194
O 2.78064 0.11241 -1.17453 -0.123 -0.159 -0.881
N 2.11628 0.38056 0.93718 -4.489 -0.666 0.016
N 2.98939 0.32861 0.04211 1.040 0.092 0.024
C -0.00988 1.23092 -0.79192 0.086 0.065 -0.048
C 0.20646 -1.27920 -0.61004 0.014 -0.067 0.023
C 0.14293 0.03743 0.11403 2.919 0.597 0.992
C 0.61306 -2.46923 0.25148 -0.017 0.156 -0.064
C -0.63665 0.06876 1.39893 0.262 -0.004 -0.204
C 0.14847 2.57074 -0.07900 -0.092 -0.103 -0.176
H 0.93176 -1.17563 -1.41813 -0.094 0.085 0.001
H 0.75181 -3.35152 -0.37253 0.024 -0.095 -0.001
H 1.04958 2.52975 0.52524 0.106 0.072 0.103
H -0.13908 -2.70252 1.00430 -0.030 -0.077 0.076
H -0.39161 0.95972 1.96947 -0.008 0.103 0.056
H -0.78081 -1.47868 -1.06068 -0.015 0.064 -0.027
H -0.39147 -0.79064 2.01503 -0.010 -0.076 0.102
H 0.24666 3.37822 -0.80544 -0.041 0.068 -0.002
H -0.99263 1.18628 -1.29465 0.033 -0.053 0.015
H -0.70120 2.79111 0.56562 -0.076 0.082 0.083
H 0.76583 1.15586 -1.56144 -0.169 -0.106 0.078
H 1.55028 -2.23629 0.75430 0.056 -0.037 0.051
H -1.71594 0.06316 1.20059 -0.072 -0.007 -0.022
```
Positions in Å, forces in eV/Å.

Its electronic energy is -496.276769 hartree. As for the charge: -1. The LUMO energy (alpha / beta) is 3.6 / 3.6 eV. For the highest occupied orbital energy (alpha / beta), the calculation gives -3.43 / -3.42 eV.

***

The following is a quantum chemistry calculation of 2 unconnected molecules or ions with the total composition C6H13N2O2S, from the Open Molecules 2025 dataset.

XYZ file:
```
24
Properties=species:S:1:pos:R:3:forces:R:3
S -2.75083 -0.27012 -0.30650 1.493 -3.877 -0.625
O 1.08893 2.32642 0.34532 0.693 0.101 0.125
O -1.11828 2.67521 0.10102 0.453 -0.614 0.215
N -1.50258 0.52552 2.50881 -2.105 -0.978 -0.347
N -0.50690 -0.13174 1.69633 -0.759 1.701 0.244
C 2.00682 -0.33041 0.08744 2.293 -0.992 0.323
C 0.58624 -0.41459 -0.47312 1.105 -1.230 -1.803
C 0.53586 0.23734 -1.92354 3.236 -1.839 0.594
C -0.25846 0.32696 0.49714 -0.608 1.858 -0.944
C -0.08963 2.00913 0.27274 -2.092 -0.427 0.258
C 0.19255 -1.90878 -0.69877 -0.517 0.590 1.130
H 1.31588 0.99587 -1.91811 0.113 0.132 -0.194
H -0.88728 -1.68191 -0.96471 0.952 -1.633 0.175
H 0.80511 -2.36418 -1.50947 -0.604 0.463 0.456
H -0.32467 0.72000 -2.21990 -2.287 0.602 -0.310
H 0.85282 -0.56105 -2.69362 -0.618 1.224 1.143
H 0.39273 -2.55115 0.23917 -0.789 0.895 -1.264
H -2.51672 0.19122 2.11676 3.029 0.551 0.440
H -3.15078 0.87641 -0.16276 -1.332 4.008 0.385
H 2.24389 0.70727 0.41105 0.098 -0.893 -0.521
H -1.54941 1.53760 2.27988 0.716 -0.903 -0.233
H 2.86075 -0.82429 -0.54116 -1.691 1.207 0.301
H -0.32287 -1.09659 1.88697 -0.392 -0.333 0.393
H 2.09683 -0.99415 0.96903 -0.389 0.388 0.059
```
Positions in Å, forces in eV/Å.

Its electronic energy is -894.559740 hartree. As for the charge: -1. The LUMO energy is 3.4 eV. For the highest occupied orbital energy, the calculation gives -4.01 eV.

***

The following is a quantum chemistry calculation of a gas-phase ion, C6H13N2O4P (charge +2), from the Open Molecules 2025 dataset.

XYZ file:
```
26
Properties=species:S:1:pos:R:3:forces:R:3
P 0.06200 1.45671 1.18496 -0.518 -0.580 -1.277
O 0.16652 1.56360 -2.50421 -0.003 -0.211 -1.384
O -1.05102 2.23769 1.88672 1.180 1.130 2.009
O -0.82139 0.27483 0.60223 0.385 -0.122 0.661
O 1.31023 1.06503 1.95828 -0.642 0.710 -1.714
N 0.43232 2.07635 -0.31179 0.695 0.721 4.126
N -0.45696 0.03029 -0.73218 1.046 0.039 -0.356
C -1.63141 -0.61399 -1.33036 0.504 -1.641 -2.947
C -1.17967 -2.05137 -1.61190 -0.055 -0.687 -3.000
C 0.37942 -1.98574 -1.79552 -1.734 -0.828 0.839
C 0.72355 -0.93527 -0.76901 0.359 -2.273 -0.262
C 1.35557 0.68750 3.36029 -0.756 -2.357 0.294
C 0.10475 1.38029 -1.36806 -1.280 -1.291 -0.694
H -0.72757 2.73693 2.69263 -0.912 -0.223 -0.721
H -1.92072 -0.16442 -2.26913 0.748 0.644 -0.470
H -1.47187 -2.70353 -0.81933 -0.145 -0.594 0.450
H 0.91318 -2.96328 -1.72389 -0.518 0.762 0.717
H 0.73458 -1.48243 0.15212 -0.217 0.235 0.959
H 2.21090 1.22324 3.71143 -0.046 0.412 0.954
H 0.63255 -1.68534 -2.75800 0.220 0.920 -1.849
H 0.82579 2.97786 -0.28563 0.782 1.471 -1.041
H -1.64474 -2.40730 -2.63141 0.650 0.509 2.232
H -2.53052 -0.52348 -0.81128 -0.949 0.251 1.863
H 0.32490 0.80817 3.74234 0.952 0.455 0.633
H 1.54075 -0.42222 3.38314 0.059 1.155 -0.037
H 1.71885 -0.58011 -0.95244 0.195 1.393 0.017
```
Positions in Å, forces in eV/Å.

As for the structure (SMILES): CO[P@@]1(O)=[NH+]C(=O)[N+]2(CCCC2)O1. Its electronic energy is -987.591716 hartree. As for the charge: +2. The LUMO energy is -7.4 eV. For the highest occupied orbital energy, the calculation gives -19.16 eV.

***

The following is a quantum chemistry calculation of a gas-phase ion, C6H13N2S (charge +1), from the Open Molecules 2025 dataset.

XYZ file:
```
22
Properties=species:S:1:pos:R:3:forces:R:3
S 1.64989 -1.04816 0.70357 0.874 -0.810 -0.424
N -0.56477 0.05921 1.85746 -0.574 0.602 2.384
N 1.62615 1.14745 -0.64738 0.608 -0.101 0.741
C -0.08966 -0.21780 -1.46694 -1.872 0.558 -0.960
C 0.99462 -0.00373 -0.45738 0.847 0.594 -0.223
C 1.14086 1.87828 -1.88810 -1.265 -1.947 1.463
C -0.28359 1.28194 -1.99004 -0.924 0.039 -1.204
C -0.32953 -1.36407 2.41368 -1.604 0.619 -2.227
C 0.25005 -2.08919 1.15022 0.818 -1.041 2.472
H 1.11715 2.90435 -1.74521 0.097 1.928 0.536
H -1.40278 0.59506 2.16516 -0.147 -1.496 -0.332
H 0.60513 -3.09183 1.60218 -0.192 1.322 -1.560
H 1.75178 1.66364 -2.72313 0.780 -0.504 -0.797
H -1.21429 -1.96874 2.75433 0.574 1.110 -0.198
H -1.06183 -0.63437 -1.08170 1.105 0.649 0.183
H 0.12923 -0.96549 -2.28471 0.552 0.944 0.804
H -0.74458 1.40217 -3.05388 1.056 -0.577 1.821
H 0.06587 0.62016 2.44281 0.416 -0.113 -0.649
H 0.42168 -1.32238 3.19635 -0.028 -0.216 0.039
H -0.36874 -2.17727 0.25861 -0.304 -0.257 0.546
H -0.99359 1.86495 -1.33025 0.911 -0.850 -0.429
H 2.40158 1.43688 0.05482 -1.729 -0.453 -1.985
```
Positions in Å, forces in eV/Å.

Its electronic energy is -743.839903 hartree. As for the charge: +1. The LUMO energy (alpha / beta) is -3.7 / -3.7 eV. For the highest occupied orbital energy (alpha / beta), the calculation gives -13.50 / -13.50 eV.

***

The following relative energy (zero: lowest compared OMol25 entry of this formula, charge and spin) values (in kJ/mol) correspond, in order, to the records above: 429.96; 360.02; 329.90; 381.50; 308.02; 504.43; 404.55; 115.14; 205.17; 151.04.
The following max |F| values (in Eh/bohr) correspond, in order, to the records above: 0.0748; 0.1044; 0.1309; 0.1285; 0.1242; 0.0835; 0.0882; 0.0825; 0.0826; 0.0547.